Density functional theory data (ωB97M-V with the def2-TZVPD basis set) for a cluster of 2 separate species, Cl3OPS in total.

Structure (XYZ):
```
6
Properties=species:S:1:pos:R:3:forces:R:3
Cl 0.314 1.722 3.621 -0.17 -0.36 -0.30
Cl 1.534 -1.859 -2.346 -0.45 0.22 -0.03
Cl -0.929 0.534 0.924 -0.05 0.14 -0.15
S -0.305 -0.017 2.747 0.22 0.21 0.43
P 0.395 -0.091 -2.368 2.06 0.40 0.31
O -1.009 -0.289 -2.579 -1.60 -0.60 -0.26
```
Forces are in eV/Å.

- E_HOMO (eV) = -9.567
- calculated total energy (a.u.) = -2195.38068
- HOMO-LUMO gap (eV) = 8.5153
- molar mass (g mol⁻¹) = 185.40
- relative energy (zero: lowest compared OMol25 entry of this formula, charge and spin) (eV) = 1.432